# 1
Here is a structure of composition C45H53BaCl2F5N4O7P3S from the OMol25 dataset. Energies are from ωB97M-V with the def2-TZVPD basis set.

The geometry in XYZ format:
```
121
Properties=species:S:1:pos:R:3:forces:R:3
Ba -0.329544 0.172866 0.650997 -0.007 -0.452 0.089
F 4.912002 -2.837493 0.023791 -0.020 -0.006 -0.007
C 3.697686 -2.952743 0.630117 -0.041 -0.117 0.020
C 2.644806 -2.167733 0.217757 -0.038 0.156 0.085
C 1.384341 -2.227104 0.834412 0.068 0.128 -0.086
C 1.253460 -3.169167 1.876437 0.005 -0.008 -0.024
C 2.343554 -3.943848 2.265257 -0.008 0.003 -0.003
F 2.243958 -4.816391 3.313727 0.001 0.007 -0.006
C 3.584386 -3.860873 1.667079 -0.008 0.027 0.001
C -0.073898 -3.333323 2.523167 -0.014 0.033 0.012
C -0.547096 -4.589226 2.917518 0.008 -0.004 -0.007
C -1.809013 -4.707487 3.464486 -0.004 -0.004 -0.002
C -2.586954 -3.569289 3.607659 0.007 -0.011 -0.002
C -2.054121 -2.367051 3.178856 -0.007 0.018 -0.025
N -0.835179 -2.234988 2.651329 -0.048 -0.006 0.017
H 2.838557 -1.452826 -0.577558 0.031 -0.004 0.035
H 4.415292 -4.462282 2.006060 0.004 0.003 -0.007
H 0.074722 -5.460308 2.776129 0.004 0.000 0.002
H -2.184659 -5.678328 3.764605 -0.003 0.002 -0.001
H -3.585035 -3.606272 4.022466 -0.001 0.003 -0.003
H -2.638687 -1.457854 3.238984 0.003 0.000 0.006
C 2.484817 -2.532569 -3.138468 -0.024 -0.018 0.007
P 1.236364 -1.209419 -2.878650 0.001 0.050 -0.058
C -0.032691 -1.785317 -4.122013 0.040 -0.064 0.035
N 0.376298 -2.201630 -5.291770 -0.013 0.030 -0.022
C -0.559045 -2.465756 -6.243837 -0.010 0.004 0.028
C -0.151101 -2.901058 -7.525239 -0.011 0.003 -0.018
C -1.084770 -3.107087 -8.500726 0.027 -0.003 0.005
C -2.457687 -2.890720 -8.239102 -0.016 0.006 0.015
C -2.873757 -2.482145 -7.003909 0.002 0.002 -0.026
C -1.924866 -2.269526 -5.977925 0.017 -0.004 0.014
N -2.345588 -1.929230 -4.730383 -0.003 -0.052 -0.014
C -1.440669 -1.730644 -3.807761 -0.043 0.057 0.067
P -2.015269 -1.469760 -2.056672 0.029 0.054 -0.102
C -3.715321 -0.894246 -2.374069 0.007 -0.016 -0.011
C -2.243727 -3.270522 -1.562486 0.020 0.006 0.046
C -0.858793 -3.918733 -1.501546 0.016 -0.007 -0.005
C -3.153529 -4.091368 -2.470942 0.000 -0.001 -0.017
C -2.840543 -3.228365 -0.152502 -0.011 0.005 0.006
C 1.971924 0.250109 -3.810376 -0.001 0.000 -0.001
C 2.686379 -0.083977 -5.117239 0.002 0.010 -0.033
C 2.982549 0.881924 -2.844109 -0.006 -0.026 0.022
C 0.834830 1.240992 -4.076614 -0.036 0.002 0.014
H 2.599610 -2.783788 -4.190971 0.003 0.005 -0.032
H 2.166334 -3.415728 -2.581714 0.014 0.012 0.009
H 3.441919 -2.214490 -2.722566 -0.010 -0.001 -0.014
H 0.907145 -3.047213 -7.699931 -0.001 -0.001 -0.002
H -0.776717 -3.434173 -9.485692 0.003 0.001 0.002
H -3.181032 -3.055678 -9.027501 -0.002 -0.001 0.002
H -3.918222 -2.319101 -6.771763 0.001 0.000 -0.001
H -4.259323 -1.531293 -3.067579 -0.009 0.011 0.000
H -3.651895 0.114674 -2.781876 0.006 -0.001 0.007
H -4.223350 -0.806085 -1.415740 -0.006 -0.002 0.008
H -0.412252 -4.004654 -2.496949 -0.013 -0.009 0.002
H -0.947994 -4.931647 -1.094261 0.004 0.007 0.000
H -0.173778 -3.355207 -0.862756 0.003 0.008 0.017
H -2.733175 -4.213809 -3.469506 0.003 0.015 -0.013
H -4.144684 -3.647560 -2.572259 0.002 -0.002 0.009
H -3.278245 -5.088765 -2.035882 0.002 -0.002 -0.009
H -2.248384 -2.601692 0.515142 0.020 -0.011 -0.011
H -2.859195 -4.236448 0.273202 -0.014 -0.009 -0.006
H -3.861329 -2.840914 -0.157854 0.001 0.007 0.002
H 3.526509 -0.762562 -4.958079 0.008 -0.001 0.007
H 3.086045 0.841817 -5.544286 0.004 0.003 0.004
H 2.019081 -0.536099 -5.849167 0.005 0.004 0.020
H 3.797527 0.191040 -2.609816 0.001 0.002 0.016
H 2.509939 1.198847 -1.914955 -0.009 0.007 0.009
H 3.423916 1.767438 -3.311539 -0.002 0.000 0.002
H 0.142635 0.858513 -4.831684 -0.002 -0.002 0.001
H 1.247130 2.182330 -4.451660 0.009 -0.005 -0.006
H 0.273787 1.476660 -3.169987 0.021 -0.024 -0.031
Cl -5.027313 2.210044 -1.101230 0.002 -0.018 -0.027
C -4.536564 2.279710 0.562351 -0.045 0.039 0.075
C -5.207671 3.171336 1.403772 -0.003 -0.018 -0.012
C -4.875261 3.284793 2.723275 0.032 -0.018 0.029
Cl -5.751124 4.403208 3.742564 -0.005 0.008 -0.004
C -3.827418 2.507602 3.263020 -0.019 0.023 0.033
C -3.401781 2.569030 4.608601 -0.002 -0.009 -0.036
C -2.369967 1.780691 5.033580 -0.018 -0.017 -0.018
C -1.748662 0.928449 4.105208 0.069 0.032 0.015
N -2.109399 0.852931 2.846648 0.006 0.141 0.012
C -3.146060 1.610962 2.403511 0.088 -0.016 -0.083
C -3.490728 1.454110 0.993531 -0.043 0.063 0.092
O -2.866564 0.628016 0.253187 0.127 -0.029 0.042
H -6.004124 3.778325 0.995002 0.002 -0.004 -0.012
H -3.902461 3.246910 5.286713 0.002 -0.001 0.006
H -2.022410 1.809236 6.057694 -0.006 -0.001 0.001
H -0.920921 0.292355 4.408800 -0.005 0.000 -0.013
C 6.318921 2.910306 2.675869 0.013 -0.014 0.006
C 4.964860 3.579944 2.782828 -0.014 0.018 -0.006
O 3.940480 2.637778 3.108089 -0.004 -0.004 -0.031
P 3.092931 1.998103 1.840232 -0.016 -0.011 0.093
O 1.692302 1.723652 2.672671 -0.119 0.003 -0.232
C 1.021710 2.880110 3.222366 0.011 -0.009 0.049
C 1.178690 2.894785 4.726181 0.010 0.008 0.018
O 3.598645 0.478497 1.784358 -0.006 -0.035 0.014
C 3.654127 -0.384214 2.942698 0.004 0.019 0.015
C 5.069858 -0.882672 3.116207 0.008 -0.017 0.004
H 7.092664 3.654399 2.476715 0.002 -0.002 -0.002
H 6.325768 2.179316 1.865961 -0.009 0.000 0.002
H 6.564822 2.394822 3.605266 -0.002 0.001 -0.001
H 4.714316 4.088597 1.845990 -0.001 -0.002 -0.001
H 4.962525 4.328084 3.577239 -0.003 -0.004 0.009
H -0.023181 2.821538 2.922773 0.003 0.002 0.001
H 1.426539 3.791886 2.775182 -0.006 -0.006 -0.008
H 0.791788 1.970025 5.156904 0.005 0.000 0.001
H 0.618290 3.729892 5.151639 -0.007 0.003 -0.008
H 2.228996 2.991621 4.999739 -0.007 0.000 0.002
H 2.959377 -1.203542 2.758847 0.017 0.000 -0.002
H 3.320982 0.166945 3.823300 -0.005 -0.009 -0.004
H 5.419556 -1.368151 2.205125 -0.010 0.002 -0.001
H 5.108772 -1.610001 3.929892 -0.001 0.003 -0.004
H 5.742197 -0.057258 3.353528 0.007 0.011 0.000
F 0.321205 5.940520 -0.569623 0.057 -0.052 -0.016
C 0.953111 4.763660 -0.669004 0.005 0.042 -0.040
F 1.667544 4.768837 -1.802386 -0.046 0.008 0.059
F 1.817646 4.680602 0.355523 -0.033 0.016 -0.027
S -0.262856 3.380103 -0.655865 -0.058 0.401 -0.123
O -1.129063 3.685446 -1.756971 0.004 -0.004 0.012
O -0.828116 3.444438 0.677569 0.020 -0.257 -0.019
O 0.591222 2.205712 -0.856704 0.036 -0.103 0.098
```
Forces are in eV/Å.

E_LUMO: 1.6 eV
Charge: -1
ΔE to the lowest compared entry with this formula, charge and spin: 4.7 kcal/mol

Atom charges from the Löwdin analysis, given in e for atoms 1 to 99: Ba 1.6862; F 0.0312; C -0.2977; C -0.1435; C -0.2010; C -0.2007; C -0.2326; F 0.0291; C 0.0348; C -0.2327; C -0.0149; C -0.0728; C -0.0722; C -0.1602; N 0.0688; H 0.0591; H 0.1237; H 0.1099; H 0.1030; H 0.0991; H 0.0898; C -0.2718; P 1.0250; C -0.3973; N 0.1295; C -0.2100; C -0.0195; C -0.0887; C -0.0879; C -0.0171; C -0.2122; N 0.1340; C -0.3878; P 0.9919; C -0.2899; C -0.7154; C -0.1007; C -0.0946; C -0.1011; C -0.7215; C -0.1034; C -0.1063; C -0.0907; H 0.0271; H 0.0341; H 0.0332; H 0.1112; H 0.0981; H 0.0983; H 0.1121; H 0.0254; H 0.0291; H 0.0200; H 0.0689; H 0.0889; H 0.0441; H 0.0691; H 0.0699; H 0.0829; H 0.0452; H 0.0868; H 0.0836; H 0.0706; H 0.0819; H 0.0577; H 0.0737; H 0.0513; H 0.0868; H 0.0765; H 0.0909; H 0.0557; Cl 0.6955; C -0.5763; C -0.1381; C -0.6199; Cl 0.6399; C -0.1767; C -0.0263; C -0.0561; C -0.1776; N 0.0099; C -0.1510; C -0.4497; O -0.3238; H 0.0998; H 0.0843; H 0.1025; H 0.1104; C -0.0873; C -0.3223; O -0.3191; P 0.8925; O -0.3786; C -0.2982; C -0.0681; O -0.3194; C -0.2588; C -0.0588; H 0.0727

# 2
Here is a structure of composition C45H53Br3HgN6O4PS4Te from the OMol25 dataset. Energies are from ωB97M-V with the def2-TZVPD basis set.

The geometry in XYZ format:
```
118
Properties=species:S:1:pos:R:3:forces:R:3
Hg -0.206607 0.007294 0.351869 -0.065 0.095 0.050
Br 6.270767 -2.190125 0.235242 0.049 -0.020 -0.006
C 4.441007 -1.674788 0.347324 0.055 -0.010 -0.008
C 3.628391 -1.818163 -0.788202 -0.022 -0.011 0.042
C 2.329635 -1.389552 -0.651387 -0.059 -0.043 -0.011
N 1.812182 -0.893069 0.474679 0.044 -0.009 -0.138
C 2.599924 -0.773026 1.597179 0.092 -0.060 0.049
C 3.967021 -1.166191 1.512521 -0.056 -0.010 0.003
C 2.039879 -0.261059 2.799174 0.054 -0.008 -0.050
C 2.763615 -0.174714 4.029534 -0.032 -0.004 -0.081
C 2.146544 0.403302 5.094709 -0.077 0.025 0.016
Br 3.080578 0.528989 6.753372 0.040 0.010 0.062
C 0.834849 0.898188 5.028987 0.033 -0.016 -0.014
C 0.191663 0.715962 3.811548 0.093 -0.056 -0.012
N 0.747564 0.158021 2.754303 -0.206 0.032 0.064
H 3.990245 -2.219016 -1.720166 0.012 -0.008 -0.019
H 1.651966 -1.456451 -1.492729 -0.023 0.022 -0.006
H 4.625759 -1.041983 2.357421 0.008 -0.008 0.001
H 3.762637 -0.570205 4.127758 0.018 0.033 0.009
H 0.347236 1.362455 5.872013 0.006 -0.005 0.017
H -0.839635 1.030481 3.684865 -0.052 0.012 -0.006
C -0.974458 -5.981219 -6.034081 -0.014 -0.029 0.013
C 0.297283 -5.394711 -5.406953 0.008 0.055 0.046
C 1.178256 -6.554149 -4.943952 0.011 -0.026 -0.034
C 1.062960 -4.613478 -6.483442 0.016 0.028 0.002
C -0.070514 -4.465039 -4.252371 -0.033 -0.008 0.114
C 0.316622 -4.685768 -2.940603 -0.024 0.111 -0.104
C -0.043640 -3.789758 -1.944211 0.061 -0.310 -0.056
Br 0.425934 -4.259465 -0.156069 0.183 0.033 -0.040
C -0.790874 -2.610055 -2.156531 0.062 -0.116 -0.378
O -1.084101 -1.781625 -1.238211 0.014 0.287 0.822
C -1.253911 -2.437491 -3.506610 -0.083 -0.015 -0.305
C -0.872407 -3.338401 -4.483553 -0.021 0.080 0.019
C -2.226580 -1.287203 -3.804792 0.044 -0.071 0.121
C -2.622026 -1.220153 -5.281745 -0.007 0.010 0.002
C -1.612253 0.068515 -3.430145 -0.014 0.023 0.026
C -3.515828 -1.511752 -2.992601 0.039 0.011 -0.021
H -0.724648 -6.625186 -6.883110 0.001 -0.016 -0.019
H -1.639473 -5.193191 -6.388512 -0.002 0.015 -0.010
H -1.523350 -6.572896 -5.299040 -0.006 -0.009 0.012
H 1.419659 -7.195181 -5.796205 0.003 -0.010 -0.002
H 0.673648 -7.165106 -4.194086 -0.025 -0.018 0.010
H 2.114923 -6.197597 -4.513363 0.023 0.027 0.005
H 1.373188 -5.277302 -7.296110 -0.004 -0.018 -0.024
H 1.952030 -4.146912 -6.057178 0.025 -0.005 0.011
H 0.447799 -3.820612 -6.910623 -0.013 0.015 0.012
H 0.902281 -5.548450 -2.659258 0.026 -0.042 0.011
H -1.220599 -3.170004 -5.493524 -0.028 0.021 -0.072
H -1.759374 -1.048981 -5.929245 0.040 0.005 0.000
H -3.309040 -0.381055 -5.415144 -0.005 -0.002 -0.021
H -3.133254 -2.125737 -5.617446 -0.010 -0.042 0.009
H -0.690432 0.253446 -3.984061 0.011 0.002 -0.028
H -1.377701 0.118854 -2.369471 -0.041 0.006 -0.107
H -2.316036 0.874775 -3.659978 -0.010 0.001 -0.025
H -3.979496 -2.463114 -3.269585 -0.005 -0.025 -0.015
H -4.231685 -0.708854 -3.195186 0.052 -0.050 -0.004
H -3.304766 -1.521982 -1.922446 -0.005 0.024 -0.060
N 0.676843 2.845670 1.233315 0.067 -0.656 -0.009
C 0.348187 3.912267 1.503366 -0.185 0.398 0.159
N -0.018487 5.162293 1.792679 0.105 0.200 -0.160
C 0.696659 5.785370 2.908512 0.081 0.046 0.007
C 0.106282 5.351782 4.243589 0.007 -0.034 0.006
C -1.393222 5.648343 4.283399 0.024 -0.003 -0.016
C -2.107274 5.009973 3.091882 -0.030 -0.070 0.014
C -1.459674 5.422815 1.776167 -0.017 0.012 0.034
H 0.593033 6.867225 2.778370 0.035 0.019 0.017
H 1.757492 5.539308 2.819629 -0.093 0.004 0.036
H 0.630000 5.856189 5.059282 -0.008 0.005 0.013
H 0.272878 4.276814 4.365030 0.019 -0.018 0.016
H -1.545182 6.734326 4.261894 -0.005 0.023 -0.010
H -1.826129 5.285719 5.217932 -0.009 0.004 0.017
H -3.165128 5.283410 3.076088 -0.012 -0.011 0.018
H -2.060894 3.918083 3.172762 -0.011 0.032 -0.015
H -1.580564 6.496296 1.602440 -0.034 0.015 0.005
H -1.894260 4.886517 0.932733 0.003 0.013 0.012
C 0.684174 -3.617831 3.361758 0.159 0.000 0.063
O -0.677364 -3.814937 2.987864 -0.030 -0.088 0.102
P -1.337547 -2.475100 2.299316 -0.176 0.375 -0.212
O -1.829373 -1.659373 3.615930 0.014 0.002 0.018
C -2.639343 -2.245962 4.622539 -0.033 0.008 0.043
O -2.774270 -3.124386 1.895614 0.040 -0.116 0.226
C -2.891587 -3.710979 0.593719 -0.056 -0.002 -0.091
H 1.043944 -4.549293 3.794689 -0.008 -0.028 -0.007
H 0.780856 -2.817205 4.100328 0.003 0.002 0.043
H 1.299125 -3.358707 2.495961 0.004 0.004 -0.020
H -2.204384 -1.994178 5.591214 -0.020 -0.012 0.014
H -2.694897 -3.330196 4.520198 0.018 0.001 0.005
H -3.645566 -1.827730 4.561833 -0.018 -0.024 -0.003
H -3.952598 -3.720106 0.349656 -0.043 -0.008 -0.019
H -2.503370 -4.729783 0.613733 -0.018 -0.017 -0.043
H -2.345953 -3.117328 -0.145005 -0.083 -0.048 0.043
S 2.966268 7.085414 -1.994554 -0.040 -0.143 -0.148
C 2.705460 5.451954 -1.656112 -0.034 0.261 -0.067
S 1.868560 4.417151 -2.745672 -0.212 0.070 -0.329
C 2.072163 3.032459 -1.688002 -0.024 -0.439 0.203
N 2.745266 3.347191 -0.622251 0.013 -0.014 -0.312
N 3.055589 4.698939 -0.599757 0.245 -0.121 0.435
C 3.707724 5.097456 0.600911 -0.026 0.039 -0.038
C 4.197816 4.101331 1.450376 0.017 0.022 0.002
C 4.813437 4.451490 2.638977 -0.010 0.034 0.036
C 4.943706 5.785505 3.009878 -0.031 -0.052 -0.066
C 4.441247 6.763260 2.167177 -0.002 0.013 -0.007
C 3.823911 6.432006 0.967108 0.016 0.192 0.128
S 1.410679 1.512180 -2.077343 0.006 0.212 -0.143
H 4.070676 3.066901 1.174586 -0.012 -0.019 -0.008
H 5.186218 3.665196 3.282369 0.001 -0.011 0.034
H 5.425224 6.054214 3.941239 0.006 -0.003 0.026
H 4.521871 7.808949 2.437287 0.005 0.026 0.018
H 3.434334 7.202949 0.319116 0.050 -0.088 0.108
Te -2.362085 1.532026 0.799592 0.210 0.150 -0.033
C -4.061254 0.483734 0.163136 0.005 -0.177 0.056
C -4.620169 -0.662841 0.656645 -0.047 0.054 -0.119
C -5.848458 -1.001708 0.021041 0.092 0.047 -0.045
C -6.207881 -0.101825 -0.939525 -0.008 -0.090 0.091
S -5.044262 1.138426 -1.078113 -0.014 0.169 -0.044
H -4.153442 -1.250276 1.431854 -0.002 -0.022 0.068
H -6.429622 -1.879905 0.263812 -0.027 -0.032 0.011
H -7.078738 -0.120990 -1.572764 -0.051 -0.010 -0.036
```
Forces are in eV/Å.

Multiplicity: 2
E_LUMO (spin up / spin down): 3.6 / 3.6 eV
Charge: -2
ΔE to the lowest compared entry with this formula, charge and spin: 0.0 kcal/mol

Atom charges from the Löwdin analysis, given in e for atoms 1 to 99: Hg 0.7584; Br 0.6752; C -0.6899; C -0.1294; C -0.2292; N -0.0331; C -0.2328; C -0.0888; C -0.2556; C -0.0925; C -0.7044; Br 0.6610; C -0.1473; C -0.1987; N 0.0111; H 0.0922; H 0.0820; H 0.0843; H 0.0836; H 0.0774; H 0.0712; C -0.0593; C -0.5668; C -0.0801; C -0.0575; C -0.2014; C -0.1094; C -0.5474; Br 0.8245; C -0.4697; O -0.2527; C -0.0782; C -0.0016; C -0.5192; C -0.0825; C -0.0642; C -0.0492; H 0.0740; H 0.0726; H 0.0854; H 0.0756; H 0.0805; H 0.0848; H 0.0736; H 0.0888; H 0.0747; H 0.0782; H 0.0859; H 0.0819; H 0.0776; H 0.0753; H 0.0668; H 0.0216; H 0.0835; H 0.0871; H 0.0579; H 0.0648; N 0.1813; C -0.2983; N -0.0899; C -0.1503; C -0.1748; C -0.2043; C -0.1887; C -0.1626; H 0.1255; H 0.1101; H 0.1090; H 0.1116; H 0.1071; H 0.1036; H 0.1101; H 0.0842; H 0.1223; H 0.0994; C -0.1671; O -0.3729; P 0.7984; O -0.3705; C -0.1332; O -0.3631; C -0.1505; H 0.0804; H 0.0772; H 0.0401; H 0.0803; H 0.0741; H 0.0804; H 0.0784; H 0.0667; H 0.0377; S 0.4793; C -1.0987; S 0.9383; C -1.1815; N -0.0261; N -0.1412; C -0.1920; C -0.0194

The highest charge belongs to which entry? C45H53BaCl2F5N4O7P3S